# 1
# C20H23BNO15P2

A 4-piece molecular cluster, C20H23BNO15P2 overall (the ωB97M-V functional and the def2-TZVPD basis, the OMol25 dataset).

Calculated values
orbital gap	7.3	eV
net charge	+1
largest force on an atom	0.66	eV/Å

Atoms and positions in Å:
O: -4.402 2.195 2.318
H: 5.072 -0.148 2.219
B: 4.838 -2.612 -1.807
H: -2.904 -2.583 0.271
P: 3.342 -1.866 -0.752
C: -0.987 3.986 1.054
O: -0.692 3.140 -3.484
C: 2.358 4.361 -1.795
H: -4.346 3.664 0.106
C: 3.115 3.260 -1.891
O: -3.401 -3.399 0.481
C: -4.458 -1.486 1.403
H: 3.890 -5.390 -3.247
H: -3.216 1.633 3.789
H: 2.693 5.264 -1.305
C: 1.031 4.338 -2.361
P: 3.865 -1.936 1.526
H: 4.227 -5.065 -0.415
H: -8.061 -2.064 3.558
O: -7.537 -1.271 3.325
H: 3.491 0.240 1.997
O: 0.246 5.266 -2.339
O: 3.408 1.050 -2.582
H: 5.453 -3.440 1.601
H: 3.487 -6.451 -1.226
C: 0.534 3.064 -3.027
H: 2.776 -4.127 -2.794
C: -3.424 3.566 0.661
C: -6.477 -3.204 2.440
C: 3.664 -4.670 -2.466
H: 4.667 2.274 -1.625
H: -0.082 3.129 2.839
C: -6.500 -1.698 2.633
H: 3.126 -0.554 -1.185
C: -2.278 4.144 0.271
H: -1.025 4.039 -3.281
O: 5.387 -2.491 1.417
C: 3.454 -5.370 -1.123
O: -3.515 -0.872 0.923
C: -2.151 2.649 2.671
O: -2.169 4.875 -0.826
H: 2.489 -5.118 -0.681
C: 1.302 1.961 -3.121
C: -3.433 2.781 1.873
N: 4.268 -0.293 1.614
O: 0.007 4.513 0.585
H: -1.249 5.209 -0.882
C: -4.444 -2.987 1.190
H: -5.549 0.179 2.272
H: 2.145 -2.573 -0.896
C: -5.543 -0.893 2.139
O: 5.930 -1.814 -1.719
C: -1.002 3.220 2.278
H: 6.315 -1.498 -2.546
H: 0.959 1.053 -3.596
O: -2.280 1.919 3.763
C: -5.393 -3.794 1.680
O: 4.791 -3.776 -2.442
O: 4.342 3.166 -1.402
C: 2.623 1.997 -2.566
H: -5.389 -4.865 1.535
O: -7.389 -3.828 2.946

Cartesian forces, eV/Å:
-0.04 0.04 0.08
0.13 0.04 -0.19
0.30 0.02 -0.09
-0.02 0.05 0.01
0.27 -0.31 0.27
-0.01 -0.04 0.01
-0.03 -0.07 -0.04
0.02 0.07 0.00
0.01 0.01 -0.02
-0.02 0.00 -0.05
0.02 -0.08 -0.01
-0.05 0.03 0.05
0.07 0.01 -0.01
-0.03 0.01 -0.03
0.01 -0.01 0.01
0.03 -0.01 0.09
0.05 0.11 0.00
0.09 -0.13 -0.05
0.01 -0.04 -0.01
0.00 0.07 0.02
0.07 0.10 -0.09
-0.03 0.05 -0.10
0.00 -0.04 0.12
0.04 0.17 0.10
0.08 0.00 0.04
0.04 0.01 0.05
0.03 0.07 0.06
-0.07 0.00 -0.03
0.06 -0.04 -0.05
-0.09 -0.21 -0.13
-0.03 -0.03 -0.03
-0.01 0.01 0.02
0.02 -0.05 -0.03
-0.11 0.03 -0.07
0.00 0.00 0.04
0.02 0.03 0.03
-0.13 -0.15 -0.11
-0.18 0.19 0.05
0.03 -0.01 -0.01
-0.01 0.00 -0.03
0.00 0.02 0.01
-0.01 -0.01 -0.02
-0.02 -0.08 -0.02
0.02 -0.03 -0.09
-0.21 -0.18 0.43
0.01 -0.01 -0.03
0.00 -0.04 0.02
-0.01 0.02 0.00
-0.04 0.00 0.01
-0.09 0.09 -0.16
0.04 0.13 0.01
-0.47 0.43 -0.17
0.05 0.00 0.02
0.28 -0.30 0.09
-0.02 0.02 -0.02
0.06 -0.02 0.04
-0.02 -0.07 0.01
-0.11 0.05 0.00
0.04 0.05 0.05
-0.02 0.00 -0.05
0.01 0.00 -0.01
-0.03 0.02 0.01

Löwdin population analysis, charges in e, atoms 1 to 2: number 1, O, carries 0.093; number 2, H, carries 0.058

---

# 2
# C20H23BrF9N3O2S2

C20H23BrF9N3O2S2 as an isolated structure (the ωB97M-V functional and the def2-TZVPD basis, the OMol25 dataset).

Calculated values
orbital gap	8.2	eV
net charge	0
largest force on an atom	1.79	eV/Å

Atoms and positions in Å:
F: 5.478 0.220 0.051
N: -0.349 2.185 -1.560
H: -4.550 1.048 -5.121
C: -3.903 1.896 -3.203
S: 1.224 2.470 -1.606
H: -2.026 2.861 -6.986
F: 4.393 1.530 1.533
F: 7.259 0.193 1.388
H: -1.790 -2.395 5.291
Br: -3.415 -0.834 1.477
C: -2.980 0.937 -2.464
F: 6.375 2.123 0.750
F: 6.199 1.480 2.873
C: -0.604 -2.723 2.362
F: 6.115 -1.441 2.764
C: -1.356 -0.906 3.837
F: 4.476 -0.242 3.466
F: 4.851 -2.305 0.670
H: -3.711 2.934 -2.920
H: 0.495 -4.459 2.907
C: -0.559 1.301 -0.585
H: 0.639 -3.146 4.064
C: -2.396 1.849 -6.817
H: -1.963 0.969 -2.836
C: -2.464 1.531 -5.317
S: 5.818 0.840 1.473
H: 2.324 0.537 2.387
H: -3.088 -1.254 4.964
H: 1.698 -1.067 2.648
H: -3.230 2.227 -0.737
C: 1.917 -0.334 1.877
C: 0.627 0.035 1.192
C: -3.854 1.796 -4.736
H: -2.235 0.471 -5.188
H: -4.192 2.758 -5.135
H: -3.369 1.751 -7.300
H: -1.711 1.176 -7.333
C: 5.091 -0.679 2.366
C: -0.579 -0.446 1.580
H: -3.930 0.639 -0.585
C: -3.050 1.166 -0.941
C: 4.125 -1.584 1.546
C: 0.646 0.931 0.087
N: 1.727 1.528 -0.414
H: -0.849 -4.078 4.027
H: 3.174 -0.314 0.081
C: -1.819 0.759 -0.184
H: -3.346 -0.078 -2.651
H: 2.399 -1.828 0.432
C: -2.318 -1.862 4.500
N: -0.567 -1.332 2.715
F: 3.683 -2.480 2.493
C: 2.906 -0.976 0.897
C: -0.057 -3.667 3.406
O: -0.966 -3.095 1.276
H: -1.712 2.119 -4.791
C: -1.781 -0.081 0.877
H: -2.766 -2.564 3.802
O: -1.227 0.226 4.233
H: -4.928 1.685 -2.881

Cartesian forces, eV/Å:
-0.08 0.04 -0.07
-0.10 0.15 -0.19
0.01 -0.10 0.07
-0.20 -0.12 -0.30
-0.01 0.01 0.06
-0.16 0.08 -0.04
-0.14 0.00 -0.06
-0.04 0.00 -0.05
-0.05 -0.09 0.03
0.03 -0.06 0.11
-0.39 -0.35 0.22
-0.03 0.01 0.03
-0.01 0.02 -0.01
0.01 -0.16 -0.02
0.05 -0.01 0.00
0.52 0.60 0.23
-0.26 0.18 -0.11
0.09 0.18 -0.16
0.25 -0.05 0.12
-0.22 -0.13 -0.07
0.26 -0.10 0.34
-0.06 0.03 0.03
0.21 -0.03 0.04
0.06 0.21 0.00
-0.31 -0.20 -0.38
0.34 -0.09 0.15
0.10 0.11 -0.17
-0.02 0.02 -0.01
0.00 0.11 0.09
0.10 0.06 -0.06
-0.04 -0.20 0.09
0.51 0.03 0.02
0.25 0.45 0.02
0.18 0.04 0.21
-0.15 -0.04 -0.03
-0.04 0.00 0.02
0.04 0.01 -0.01
0.48 -0.20 -0.02
0.48 0.17 0.26
0.07 0.05 0.22
-0.06 0.14 -0.29
-0.58 -0.05 0.44
-0.25 0.04 -0.13
0.19 0.11 -0.01
-0.07 -0.21 -0.13
0.17 0.13 0.12
-0.15 0.17 -0.42
0.16 -0.07 -0.06
0.07 -0.08 0.01
0.31 -0.02 0.05
-1.59 -0.73 -0.35
0.12 -0.04 -0.01
-0.20 -0.11 -0.27
0.32 0.38 0.23
0.30 0.18 0.03
0.05 -0.08 0.11
-0.35 -0.30 0.27
0.04 -0.07 0.03
-0.15 -0.14 -0.26
-0.03 0.13 0.07

Löwdin population analysis, charges in e, atoms 1 to 2: number 1, F, carries -0.130; number 2, N, carries -0.216

---

# 3
# C20H23BrN2O3

C20H23BrN2O3 as an isolated structure (the ωB97M-V functional and the def2-TZVPD basis, the OMol25 dataset).

Calculated values
energy above the lowest of the compared OMol25 structures with the same formula, charge and spin	1524.4	kJ/mol
orbital gap	8.2	eV
net charge	0
largest force on an atom	14.35	eV/Å

Atoms and positions in Å:
H: -0.438 3.834 -3.261
N: 2.094 -0.684 3.522
C: 0.953 0.986 2.030
H: 1.321 3.124 -3.591
H: 3.130 -0.678 3.764
H: -2.376 -2.149 1.167
C: -0.706 -1.635 2.397
O: 1.099 -1.736 5.254
H: -1.118 -0.248 5.416
C: 0.127 -2.844 0.604
C: 1.135 -1.306 4.144
Br: -4.163 0.095 5.096
C: -2.990 -1.306 2.753
H: 1.136 -2.815 0.053
H: -0.380 1.997 -1.390
C: 2.907 -0.069 1.248
C: -2.024 -1.499 1.968
C: -0.156 -1.222 3.721
C: 1.699 1.376 -0.243
C: -0.292 2.386 -5.689
O: 0.183 -2.299 1.664
C: 0.812 1.390 0.865
H: 3.642 -0.733 1.584
H: 0.143 1.044 2.692
H: -0.450 -2.275 0.014
O: 2.793 2.232 -2.213
H: -1.421 -4.219 1.077
H: 0.191 -4.787 1.234
H: -1.154 3.366 -5.769
C: 1.863 -0.115 2.183
H: 3.708 0.345 -0.743
C: -0.350 1.905 -4.277
H: -1.919 0.596 -4.552
H: -0.709 1.754 -6.397
H: 0.141 2.364 0.599
N: 0.541 2.013 -2.055
C: -0.320 -4.173 0.629
C: -1.748 1.374 -3.957
C: -2.658 -0.774 3.988
H: -3.930 -1.247 2.360
H: -0.341 -4.786 -0.440
C: 2.635 0.519 0.059
H: -1.710 0.648 -3.002
H: 0.572 2.715 -6.100
C: 1.793 1.923 -1.528
C: -1.431 -0.699 4.540
H: -2.314 2.400 -3.713
H: 0.421 0.991 -4.349
C: 0.059 2.918 -3.356

Cartesian forces, eV/Å:
-1.07 0.97 0.85
4.10 1.65 -3.83
0.25 -6.08 5.88
-3.75 0.26 0.05
-2.24 -0.53 0.18
0.84 0.63 -0.95
2.44 0.65 3.21
2.52 -1.89 3.95
-0.19 0.77 1.87
2.87 -3.29 -11.06
-0.22 0.44 2.09
1.37 -0.96 -1.06
-2.72 3.42 4.80
-0.74 0.03 0.72
3.56 -0.47 -1.60
-3.40 -2.20 3.18
4.25 -4.21 -4.34
-11.91 0.88 -5.74
0.04 -2.34 3.40
-5.57 3.74 0.84
3.12 5.61 12.84
-3.23 9.74 -9.99
1.89 -0.74 -0.81
-0.69 0.76 1.29
-2.56 1.87 -3.44
-1.33 -0.85 1.88
1.95 -0.01 -1.07
2.28 -2.12 2.41
2.53 -2.35 0.09
2.14 2.84 1.71
-3.70 0.77 2.07
0.71 -3.78 -2.45
-2.20 -2.16 -3.71
-0.88 -1.74 -1.07
0.40 -2.39 1.42
-6.37 2.92 0.29
-5.84 -4.21 -3.49
1.69 2.84 5.70
-1.84 1.32 2.71
-2.65 -0.29 -0.39
-0.04 1.98 2.56
9.34 -2.21 -3.57
0.04 2.28 -1.10
3.01 1.23 -0.57
-0.90 2.81 -4.49
4.55 -1.92 -3.42
-0.01 -2.98 -1.06
-1.46 1.86 0.93
9.60 -2.56 2.31

Löwdin population analysis, charges in e, atoms 1 to 2: number 1, H, carries 0.094; number 2, N, carries 0.185

---

# 4
# C20H23BrN2O3

One molecule with the formula C20H23BrN2O3 (the ωB97M-V functional and the def2-TZVPD basis, the OMol25 dataset).

Calculated values
energy above the lowest of the compared OMol25 structures with the same formula, charge and spin	275.1	kJ/mol
orbital gap	8.9	eV
structure (SMILES)	CCOc1ccc(C(=O)Nc2ccc(CN3CCOCC3)cc2)cc1Br
net charge	0
largest force on an atom	0.61	eV/Å

Atoms and positions in Å:
C: 2.212 -0.941 -1.008
C: 3.694 3.278 -2.257
O: -4.023 2.786 0.483
C: 3.585 0.888 -0.244
C: 3.273 3.203 -0.793
H: 4.770 3.419 -2.322
C: 2.495 0.412 -0.970
C: -2.721 2.256 0.356
H: 3.434 2.365 -2.787
H: 3.199 4.117 -2.736
C: 3.009 -1.856 -0.331
C: 0.464 -2.063 1.199
H: 1.856 1.094 -1.507
H: -1.726 0.504 -0.448
O: 3.638 -4.127 -0.629
H: -2.955 -2.659 -0.461
N: -3.625 -0.058 0.200
C: -3.081 -0.713 1.381
O: 3.947 2.177 -0.090
C: 0.352 -2.997 0.174
C: 4.391 -0.051 0.413
H: 3.567 4.119 -0.273
H: 1.414 -1.909 1.686
C: -0.894 -3.226 -0.404
H: -2.142 3.003 -0.189
H: 2.186 3.085 -0.699
H: -2.274 2.121 1.354
C: 4.124 -1.401 0.365
H: -5.355 0.711 -0.611
C: -4.938 0.537 0.386
C: 2.756 -3.324 -0.408
H: -0.991 -3.970 -1.182
H: -5.866 2.348 1.153
C: -4.883 1.875 1.134
H: -5.582 -0.166 0.918
H: -3.091 1.099 -1.421
H: 1.366 -1.282 -1.586
H: -0.537 -0.603 2.382
H: -2.805 -0.015 2.187
H: 1.296 -4.698 -0.517
H: 4.768 -2.107 0.867
C: -1.878 -1.531 0.995
C: -1.994 -2.498 0.002
N: 1.460 -3.728 -0.273
H: -4.544 1.717 2.170
C: -2.733 0.921 -0.401
H: -3.861 -1.378 1.766
Br: 5.882 0.599 1.386
C: -0.642 -1.333 1.592

Cartesian forces, eV/Å:
0.22 -0.13 0.07
-0.04 -0.15 0.37
-0.06 0.06 -0.08
0.14 -0.21 0.15
-0.18 0.31 -0.38
0.08 0.02 -0.03
0.00 0.26 -0.03
0.21 -0.27 -0.15
-0.02 -0.03 -0.08
-0.06 0.09 -0.09
0.22 0.23 -0.19
-0.01 -0.23 0.00
-0.03 0.10 -0.06
0.01 0.05 -0.08
0.19 -0.05 0.07
-0.12 -0.02 -0.08
-0.07 -0.08 0.02
-0.05 0.01 -0.05
0.04 -0.25 0.06
-0.36 0.28 0.30
0.19 0.27 0.13
-0.13 -0.12 -0.05
0.05 0.02 0.04
0.16 0.01 0.02
0.06 -0.07 0.06
0.10 0.03 0.05
-0.01 0.05 -0.05
-0.17 0.00 -0.10
-0.09 0.02 0.07
-0.03 0.31 0.10
0.06 0.08 -0.10
0.01 -0.06 -0.11
0.01 -0.07 0.08
-0.17 -0.29 -0.03
-0.04 -0.01 -0.02
0.10 0.05 -0.01
-0.10 -0.03 -0.02
-0.01 0.10 0.08
-0.03 -0.10 0.01
0.16 0.14 0.04
0.07 -0.04 0.03
0.05 -0.01 0.13
0.03 0.05 0.15
-0.19 -0.56 -0.18
-0.04 0.04 -0.05
0.01 0.33 0.04
0.02 0.10 0.06
-0.03 -0.20 0.00
-0.14 -0.04 -0.08

Löwdin population analysis, charges in e, atoms 1 to 2: number 1, C, carries -0.023; number 2, C, carries -0.058

---

Which E_tot belongs to each record? In order, -72564.5933, -145848.2022, -100265.3175, -100278.2649 eV.